{
  "formula": "C3H4BrOS",
  "method": "ωB97M-V/def2-TZVPD",
  "symbols": ["C", "C", "C", "O", "S", "Br", "H", "H", "H", "H"],
  "positions_angstrom": [[-0.764174, 1.554748, -0.369991], [0.076853, -0.374889, -0.604414], [0.363220, -0.573030, 0.723986], [-1.714682, 1.513222, 0.353902], [-0.037018, 2.511506, -1.446620], [1.132349, -3.069189, 1.146527], [-0.755794, -0.858518, -1.022664], [0.933241, -0.133221, -1.259422], [1.169498, 0.071148, 0.969430], [-0.403494, -0.641775, 1.509266]],
  "atomic_forces_ev_per_a": [[-1.94, -0.41, 0.76], [0.98, 0.43, 0.04], [-0.95, 1.08, 0.13], [1.27, -0.33, -0.46], [0.72, 0.42, -0.44], [-0.01, 0.41, 0.06], [-0.98, -0.55, -0.77], [-0.79, -0.22, 0.34], [1.31, -0.36, 1.00], [0.39, -0.46, -0.67]],
  "mulliken_charge": [0.495, -0.580, -0.723, -0.456, -0.406, -0.687, 0.349, 0.291, 0.360, 0.359],
  "relative_energy_kcal_mol": 25.3,
  "homo_lumo_gap_ev": [7.2, 7.2],
  "total_charge": -1,
  "e_tot_ev": -86101.5611,
  "lumo_energy_ha": [0.1139, 0.1139]
}